Entry 1
{
  "formula": "C3H4N2OS",
  "method": "the ωB97M-V functional and the def2-TZVPD basis",
  "elements": ["S", "C", "C", "N", "C", "N", "O", "H", "H", "H", "H"],
  "coordinates": [[2.321, 0.096, -0.436], [1.091, -0.357, 0.827], [-0.307, -0.066, 0.389], [-0.923, 1.067, 0.387], [-2.135, 0.720, -0.165], [-2.264, -0.544, -0.468], [-1.034, -1.071, -0.101], [2.024, 1.419, -0.426], [1.187, -1.407, 1.050], [1.290, 0.175, 1.756], [-2.940, 1.406, -0.326]],
  "gap_ev": 10.5,
  "lumo_energy_ev": 0.748,
  "smiles": "SCc1ncno1"
}



Entry 2
{
  "formula": "C3H4N2OS",
  "method": "the ωB97M-V functional and the def2-TZVPD basis",
  "elements": ["H", "N", "C", "N", "C", "O", "H", "C", "S", "H", "H"],
  "coordinates": [[-1.745, -1.452, -0.748], [-1.337, -0.678, -0.345], [-1.739, 0.495, -0.515], [-0.823, 1.523, -0.254], [0.310, 1.614, 0.154], [1.315, 1.990, 0.562], [-2.751, 0.912, -0.627], [1.633, -0.971, 0.520], [2.565, -2.162, -0.147], [2.054, -0.243, 1.007], [0.519, -1.027, 0.393]],
  "gap_ev": 8.3,
  "lumo_energy_ev": -0.245,
  "smiles": "[H]/N=C/N=C=O.C=S"
}



Preferred: entry 1; penalty for the next structure: 1.375 eV.